[1]
Formula: C2H4LiO2Tl
Source: OMol25
Level of theory: the ωB97M-V functional and the def2-TZVPD basis

Its electronic energy is -11111.003 eV. As for the net charge: +2.

CARTESIAN COORDINATES (ANGSTROEM)
O 2.50 1.54 1.04
C 0.51 -2.11 -0.48
C -0.50 -1.51 0.17
O -0.38 -0.60 1.16
H 3.45 1.42 1.02
H 1.55 -2.04 -0.14
H 0.31 -2.63 -1.41
H -1.53 -1.78 -0.10
Li -2.03 -0.05 1.78
Tl 1.22 0.35 1.51

[2]
Formula: C4H4N2
Source: OMol25
Level of theory: the ωB97M-V functional and the def2-TZVPD basis

For the energy relative to the best compared isomer or geometry (same formula, charge and spin), the calculation gives 76.2 kcal/mol. Its electronic energy is -7189.384 eV. As for the net charge: 0.

CARTESIAN COORDINATES (ANGSTROEM)
C -1.24 0.01 0.19
C -0.45 1.05 -0.30
N 0.88 1.08 -0.36
C 1.43 -0.08 -0.04
N 0.79 -1.26 0.01
C -0.53 -1.26 0.10
H -1.37 0.89 0.97
H -1.03 1.92 -0.61
H 2.50 -0.09 0.09
H -0.97 -2.25 -0.06

[3]
Formula: C67H169N11O23
Source: OMol25
Level of theory: the ωB97M-V functional and the def2-TZVPD basis

For the energy relative to the best compared isomer or geometry (same formula, charge and spin), the calculation gives 0.0 kcal/mol. Its electronic energy is -135685.342 eV. As for the net charge: 0.

CARTESIAN COORDINATES (ANGSTROEM)
C 9.54 -6.83 2.63
O 8.32 -6.12 2.59
C 7.15 -6.92 2.86
C 5.88 -6.18 2.32
N 5.57 -5.07 3.20
C 4.59 -4.16 2.53
C 4.27 -3.00 3.47
O 5.43 -2.22 3.70
C 5.17 -1.09 4.50
H 9.46 -7.70 1.97
H 9.70 -7.23 3.63
H 10.42 -6.27 2.34
H 7.03 -7.11 3.92
H 7.25 -7.85 2.30
H 5.04 -6.86 2.38
H 6.02 -5.90 1.27
H 6.43 -4.55 3.19
H 3.66 -4.70 2.32
H 4.88 -3.78 1.55
H 3.84 -3.49 4.34
H 3.48 -2.33 3.14
H 4.38 -0.53 4.01
H 6.05 -0.48 4.70
H 4.77 -1.47 5.44
C -3.04 1.75 4.19
O -2.81 0.45 4.61
C -2.30 0.44 5.91
C -2.22 -1.02 6.41
N -1.17 -1.73 5.66
C -1.06 -3.17 6.10
C -0.06 -3.92 5.24
O -0.71 -4.10 3.98
C 0.10 -4.86 3.06
H -2.09 2.26 4.08
H -3.71 2.30 4.86
H -3.56 1.78 3.23
H -2.91 0.95 6.65
H -1.32 0.91 5.82
H -3.20 -1.48 6.35
H -1.93 -1.07 7.46
H -1.40 -1.65 4.68
H -2.01 -3.69 6.23
H -0.74 -3.26 7.14
H 0.32 -4.86 5.65
H 0.88 -3.40 5.05
H 0.28 -5.85 3.47
H 1.04 -4.34 2.90
H -0.41 -4.98 2.10
C -4.78 1.23 -1.04
O -5.54 0.04 -1.31
C -6.32 -0.41 -0.24
C -7.61 0.40 -0.08
N -7.53 1.75 0.35
C -7.44 1.95 1.85
C -7.62 3.42 2.20
O -9.01 3.72 2.18
C -9.25 5.00 2.83
H -4.30 1.27 -0.06
H -5.43 2.10 -1.11
H -3.91 1.39 -1.68
H -5.75 -0.54 0.69
H -6.67 -1.43 -0.44
H -8.32 -0.07 0.60
H -8.07 0.26 -1.06
H -8.39 2.19 0.06
H -6.55 1.54 2.31
H -8.24 1.39 2.32
H -7.12 3.94 1.38
H -7.28 3.52 3.23
H -9.14 4.99 3.92
H -10.30 5.25 2.64
H -8.70 5.84 2.41
C -0.13 2.02 9.17
O 0.43 1.48 7.97
C 1.27 0.34 8.21
C 2.01 -0.10 6.97
N 2.77 0.97 6.40
C 4.00 1.10 7.11
C 4.96 2.12 6.60
O 4.70 3.48 6.98
C 5.62 4.49 6.47
H -0.65 1.26 9.76
H -0.81 2.79 8.81
H 0.60 2.64 9.68
H 0.65 -0.50 8.53
H 2.00 0.58 8.98
H 1.28 -0.41 6.22
H 2.68 -0.94 7.10
H 2.30 1.85 6.53
H 4.51 0.14 7.12
H 3.90 1.27 8.18
H 5.06 2.11 5.51
H 5.94 1.82 6.96
H 5.65 5.40 7.07
H 5.37 4.65 5.42
H 6.61 4.05 6.46
C -1.21 5.43 3.96
O 0.19 5.24 3.56
C 0.64 3.88 3.84
C 2.15 3.85 3.66
N 2.57 4.16 2.25
C 2.36 3.02 1.33
C 2.92 3.30 -0.05
O 2.12 4.26 -0.67
C 2.53 4.58 -2.01
H -1.64 6.33 3.53
H -1.17 5.68 5.02
H -1.88 4.62 3.69
H 0.24 3.19 3.09
H 0.27 3.53 4.80
H 2.59 2.93 4.02
H 2.56 4.65 4.27
H 1.96 4.88 1.88
H 1.28 2.92 1.29
H 2.78 2.11 1.76
H 2.98 2.35 -0.58
H 3.94 3.68 -0.04
H 1.82 5.24 -2.51
H 2.56 3.66 -2.59
H 3.52 5.02 -2.03
C -4.93 3.72 -5.11
O -3.57 3.87 -4.69
C -2.89 2.65 -4.44
C -1.70 2.93 -3.50
N -2.19 3.17 -2.16
C -1.14 3.59 -1.23
C -1.78 4.05 0.08
O -2.68 5.17 -0.17
C -3.64 5.41 0.83
H -5.48 3.22 -4.31
H -4.97 3.19 -6.06
H -5.32 4.73 -5.26
H -2.52 2.24 -5.38
H -3.54 1.88 -4.02
H -1.14 3.79 -3.87
H -1.02 2.08 -3.52
H -2.85 3.91 -2.34
H -0.72 4.49 -1.68
H -0.38 2.83 -1.10
H -1.04 4.40 0.80
H -2.26 3.22 0.59
H -4.19 6.21 0.34
H -3.16 5.75 1.75
H -4.29 4.54 0.95
C -7.40 -2.66 2.71
O -6.51 -1.55 2.89
C -5.45 -1.74 3.82
C -4.20 -2.19 3.06
N -4.35 -3.57 2.51
C -3.20 -3.93 1.71
C -3.36 -3.48 0.22
O -4.67 -3.97 -0.18
C -4.94 -3.72 -1.58
H -8.36 -2.39 2.28
H -7.70 -2.98 3.71
H -6.97 -3.56 2.27
H -5.66 -2.48 4.59
H -5.30 -0.82 4.39
H -3.37 -2.25 3.76
H -4.06 -1.43 2.29
H -5.18 -3.60 1.94
H -3.01 -5.00 1.76
H -2.32 -3.43 2.12
H -2.57 -3.86 -0.43
H -3.36 -2.40 0.09
H -4.86 -2.65 -1.76
H -5.91 -4.08 -1.91
H -4.30 -4.27 -2.27
C 6.56 6.32 -5.52
O 5.92 5.35 -6.25
C 4.50 5.27 -5.93
C 3.88 4.04 -6.54
N 4.45 2.86 -5.91
C 4.26 1.77 -6.86
C 4.79 0.41 -6.27
O 3.81 -0.05 -5.36
C 4.22 -1.22 -4.58
H 6.43 6.06 -4.47
H 6.13 7.29 -5.76
H 7.63 6.51 -5.64
H 4.01 6.08 -6.47
H 4.27 5.41 -4.88
H 3.91 4.02 -7.63
H 2.83 3.93 -6.29
H 5.33 2.99 -5.43
H 4.78 2.07 -7.77
H 3.23 1.55 -7.13
H 5.73 0.59 -5.75
H 4.96 -0.29 -7.09
H 5.03 -0.99 -3.88
H 4.57 -2.00 -5.27
H 3.38 -1.58 -3.99
C 1.45 -1.31 -6.98
O 0.24 -0.67 -6.59
C -0.04 0.47 -7.44
C -0.45 -0.02 -8.84
N -1.78 -0.62 -8.78
C -2.11 -1.04 -10.11
C -3.22 -2.11 -10.12
O -2.75 -3.23 -9.39
C -3.73 -4.20 -9.13
H 1.85 -1.83 -6.11
H 2.17 -0.58 -7.33
H 1.26 -1.99 -7.80
H 0.76 1.21 -7.49
H -0.89 0.94 -6.96
H 0.28 -0.62 -9.39
H -0.59 0.91 -9.40
H -1.70 -1.47 -8.25
H -1.30 -1.55 -10.62
H -2.28 -0.19 -10.78
H -3.50 -2.46 -11.12
H -4.14 -1.67 -9.74
H -4.65 -3.79 -8.72
H -3.24 -4.94 -8.50
H -3.90 -4.68 -10.09
C 3.89 -4.89 -2.36
O 2.49 -4.76 -1.91
C 2.32 -3.72 -0.99
C 0.94 -3.86 -0.30
N -0.22 -3.20 -0.95
C -0.41 -3.83 -2.26
C -1.45 -3.07 -3.16
O -2.04 -3.98 -4.12
C -2.85 -3.31 -5.06
H 3.91 -5.61 -3.17
H 4.60 -5.19 -1.59
H 4.31 -3.97 -2.77
H 2.40 -2.72 -1.42
H 3.08 -3.77 -0.21
H 1.08 -3.35 0.66
H 0.77 -4.93 -0.16
H -0.10 -2.20 -1.00
H -0.74 -4.86 -2.22
H 0.53 -3.86 -2.80
H -0.89 -2.31 -3.72
H -2.19 -2.59 -2.53
H -3.68 -2.77 -4.60
H -3.35 -4.04 -5.68
H -2.29 -2.60 -5.66
C 1.71 1.94 -4.27
O 1.29 1.56 -2.94
C 1.89 0.38 -2.42
C 1.15 0.22 -1.06
N -0.28 -0.19 -1.22
C -1.04 0.10 0.02
C -0.35 -0.46 1.34
O 0.73 0.34 1.85
C 1.02 0.02 3.27
H 1.21 2.86 -4.58
H 1.47 1.20 -5.03
H 2.80 2.03 -4.26
H 2.98 0.43 -2.32
H 1.70 -0.48 -3.05
H 1.30 1.08 -0.41
H 1.58 -0.64 -0.55
H -0.66 0.40 -1.94
H -2.07 -0.27 -0.04
H -1.12 1.16 0.22
H -0.09 -1.50 1.17
H -1.21 -0.44 2.01
H 1.79 0.72 3.60
H 1.47 -0.97 3.22
H 0.16 0.04 3.95
C 4.29 -0.82 0.38
O 4.48 -1.46 -0.87
H 4.38 0.26 0.26
H 3.26 -1.01 0.67
H 4.92 -1.14 1.21
H 5.41 -1.43 -1.12